Entry 1:
The following is a quantum chemistry calculation of a cluster of 7 separate species, C38H64BN6O17 in total at a distorted geometry, from OMol25.

frontier orbital gap: 9.23 eV
electronic energy: -84865.1427 eV

```
! RIJCOSX wB97M-V def2-TZVPD def2/J DEFGRID3
* xyz 1 1
C -4.954 2.344 -0.903
C -2.759 -9.033 3.196
C 5.924 -1.515 -3.733
C -3.089 -3.437 -0.821
C 1.763 -0.004 1.354
C -2.439 0.655 -2.887
H -1.658 1.727 6.675
C 1.466 0.497 -0.049
O -3.141 2.358 3.801
H -0.117 8.028 -3.314
C -2.517 4.160 -1.881
H 6.238 0.614 -3.823
O -2.679 -6.178 1.289
H -3.266 1.347 -0.041
H -1.176 2.318 0.125
C -0.772 8.217 -1.228
C -2.124 1.464 5.729
H 10.489 -2.748 -1.495
H 5.122 0.054 -5.071
H -3.572 -9.427 3.799
H -2.016 -10.578 1.832
H -3.368 3.026 0.344
H -4.116 2.399 5.616
H -7.177 1.104 -1.619
N -2.764 1.960 -2.802
H -2.036 -1.031 0.847
H -2.541 -2.561 -2.704
C -2.189 -2.527 -1.674
H -2.640 0.513 5.858
H -4.750 0.358 1.134
H -7.312 0.189 -0.127
C -5.404 1.232 1.212
C 9.957 -1.468 0.194
H -0.727 0.382 4.402
O 1.152 -0.478 -3.944
H -2.704 -0.975 -4.080
C -6.611 0.662 -0.807
O -1.810 1.582 2.200
C -2.023 1.747 3.371
O 8.860 0.689 -2.400
C 0.886 9.629 -2.165
H -3.608 5.808 0.127
O -2.507 -0.667 0.074
H -3.514 -4.227 -1.436
H -3.795 0.339 -4.366
H 0.926 0.181 2.026
O -0.418 9.215 -0.257
N -1.559 0.063 -2.059
H -1.106 9.445 -2.967
H -0.981 -8.489 1.021
H -1.757 4.359 -2.648
O 6.003 -2.484 -1.486
H 9.703 -2.346 0.783
C -1.100 2.312 -0.958
O 10.517 -0.749 -1.982
H -1.168 -2.919 -1.669
C 1.420 -4.028 3.260
C -2.634 -9.683 1.822
H -2.391 -8.542 -0.052
O -3.034 -7.642 2.927
C 0.183 -4.658 3.889
C 4.308 0.064 -3.036
H -0.244 7.293 -0.978
H -1.881 -4.000 3.459
C 5.442 -0.098 -4.042
C 8.759 -0.758 -0.433
C -2.479 2.667 -1.546
H 3.365 -0.326 -3.415
C -2.615 -7.307 1.692
H 10.504 -0.776 0.836
C -3.505 2.316 -0.471
H -1.832 -9.090 3.769
H -3.622 -9.958 1.452
H 2.212 -3.798 3.967
N -5.886 1.712 -0.080
H -1.839 8.037 -1.164
O -3.030 6.019 -0.621
H 7.974 -1.458 -0.723
H 2.011 -1.061 1.361
C -1.154 1.370 4.551
H 1.808 9.044 -2.155
H -3.485 4.456 -2.269
O -0.936 -1.925 1.930
H 4.168 1.092 -2.707
H 2.616 0.542 1.748
C 0.782 0.371 -3.256
O 1.071 10.869 -0.063
O 0.952 -2.786 2.690
H -0.372 3.073 -1.225
H 6.990 -1.658 -3.890
C -2.071 -8.534 0.986
H 1.833 -4.634 2.451
C 10.791 -1.803 -1.040
H 1.649 1.573 -0.089
H 2.143 -0.004 -0.737
H 5.375 -2.277 -4.289
B -2.092 -1.059 -1.144
C 9.336 -0.156 -1.697
N -3.032 -0.055 -3.841
N 0.449 1.253 -2.487
O 4.694 -0.726 -1.896
H -2.559 2.492 -3.639
C 5.586 -1.675 -2.263
C -0.327 8.794 -2.571
H -3.919 -2.890 -0.383
H -2.768 3.537 5.451
N 0.073 0.167 -0.401
H -4.858 2.009 1.736
C -0.553 0.968 -1.436
C 0.566 10.019 -0.731
H 0.037 -4.262 4.895
H 1.038 10.518 -2.769
H -0.468 0.283 0.452
H -5.931 -0.092 -1.216
O -5.299 2.892 -1.931
C -3.106 2.523 5.237
H -2.532 -3.937 -0.037
O -2.187 4.873 -0.710
H 11.861 -1.825 -0.857
H 0.248 -5.741 3.961
H -1.081 -4.809 2.104
C -0.927 -4.154 2.964
H -0.344 2.100 4.619
C -0.366 -2.841 2.471
H -6.264 0.941 1.808
H 8.331 0.020 0.194
*
```

These are the Mulliken partial charges, in e, on atoms 1 to 99:
1. C 0.0983
2. C -0.4254
3. C -0.3585
4. C -1.0027
5. C -1.1532
6. C -0.3282
7. H 0.3592
8. C -0.3669
9. O -0.3654
10. H 0.3046
11. C -1.5605
12. H 0.2572
13. O -0.5828
14. H -0.3256
15. H -0.2970
16. C -0.0422
17. C -0.6579
18. H 0.2538
19. H 0.3440
20. H 0.3059
21. H 0.3328
22. H 0.8668
23. H 0.3748
24. H 0.3464
25. N -0.3778
26. H 0.2472
27. H 0.3172
28. C -0.2126
29. H 0.2761
30. H 0.1760
31. H 0.3834
32. C -0.9700
33. C -0.5637
34. H 0.0461
35. O -0.5061
36. H 0.2764
37. C -0.9953
38. O -0.4228
39. C 0.2022
40. O -0.5938
41. C -0.3854
42. H 0.2896
43. O 0.1634
44. H 0.4350
45. H 0.3119
46. H -0.0523
47. O -0.3507
48. N -0.1010
49. H 0.3022
50. H 0.2526
51. H 0.7395
52. O -0.6587
53. H 0.3406
54. C -1.8998
55. O -0.3609
56. H 0.3010
57. C -0.5452
58. C -0.4841
59. H 0.3401
60. O -0.3471
61. C -0.6514
62. C -0.0723
63. H 0.0858
64. H 0.4070
65. C -0.6109
66. C 0.0047
67. C 2.1817
68. H -0.1334
69. C 0.5730
70. H 0.2679
71. C -0.6674
72. H 0.2491
73. H 0.2679
74. H 0.3552
75. N 0.0553
76. H 0.1577
77. O -0.4207
78. H -0.1028
79. H 0.2866
80. C -0.1371
81. H 0.2344
82. H 0.5409
83. O -0.7622
84. H 0.4947
85. H 0.5751
86. C 0.6170
87. O -0.5690
88. O -0.2835
89. H 1.3644
90. H 0.3134
91. C -0.4976
92. H 0.2912
93. C -0.4265
94. H 0.4504
95. H 0.2625
96. H 0.2884
97. B -0.1614
98. C 0.5217
99. N -0.2532

***

Entry 2:
The following is a quantum chemistry calculation of a cluster of 6 separate species, C38H64F7N2O19 in total at a distorted geometry, from OMol25.

frontier orbital gap: 7.59 eV
electronic energy: -101343.6141 eV

```
! RIJCOSX wB97M-V def2-TZVPD def2/J DEFGRID3
* xyz 1 1
H 3.710 0.205 0.383
H -8.648 -2.158 0.215
H 5.605 3.006 -1.067
C 6.748 -0.016 1.423
H -0.933 -0.016 7.834
H -6.408 -2.386 0.958
H -2.071 -2.943 6.083
C -3.763 -0.440 3.864
H 8.900 -1.894 1.553
H 0.050 2.499 -6.397
H 1.870 4.972 -6.364
O 0.372 3.636 -8.113
C -0.985 -1.578 2.283
C 1.066 2.689 -8.741
O 1.054 2.968 -10.045
H -3.185 2.958 -3.612
C -9.099 -1.234 2.129
H 9.686 -1.165 0.162
C -4.989 7.229 -5.017
H -2.958 -3.325 -0.494
H 10.554 -1.292 1.706
C 1.775 0.411 5.066
C 9.584 -1.103 1.247
H -1.354 -5.076 -0.203
H 1.321 1.891 7.088
H 2.007 -1.723 4.716
O -3.746 -1.053 -1.407
C 1.157 -8.085 5.941
H 1.536 1.270 4.419
O 7.840 0.582 0.967
H 1.489 -7.322 5.237
H 4.536 -1.329 0.695
F -4.434 -1.303 3.110
H -4.649 1.978 -3.423
H 1.519 3.953 -4.952
F -2.820 1.674 4.017
C -5.067 7.183 -6.528
H -4.354 6.469 -6.938
H 3.052 -0.672 3.782
H -0.500 4.166 -6.358
O 6.680 -0.780 2.350
C 6.304 1.706 -3.928
O 1.623 1.752 -8.228
H 4.248 -0.169 2.026
H 5.881 -0.694 -5.413
C 2.031 -0.779 4.154
H -4.852 8.164 -6.952
H -0.780 -8.397 5.017
H -6.645 -0.950 2.050
C 0.953 0.873 7.240
O -0.930 -6.951 6.511
F -1.086 1.226 2.401
C -0.975 -5.929 5.675
C 1.607 3.964 -6.039
F -2.569 1.285 0.885
C -4.478 5.007 -4.488
H -6.061 6.868 -6.849
O 5.724 2.519 -3.044
H 7.446 1.136 -6.153
H 2.901 2.236 -10.633
O -1.503 -4.882 6.320
H 2.708 0.654 5.595
C -6.057 -0.446 0.075
H -3.993 7.511 -4.674
C -0.417 0.946 7.916
H 6.157 1.817 -7.133
C 1.843 2.082 -10.840
N -0.743 -2.855 1.946
H 1.592 0.270 7.896
H 9.778 1.027 1.365
C -0.140 -1.059 3.423
H -6.559 0.523 0.143
O 5.719 0.366 0.655
H -4.103 2.421 -5.049
H -8.493 -0.348 0.274
H -6.157 -0.763 -0.964
O 1.180 -0.799 3.008
H 1.648 2.327 -11.881
O -0.598 -5.918 4.527
O -3.379 5.084 -4.969
C 6.364 1.250 -6.227
C -8.328 -1.294 0.797
C -2.650 -1.540 0.619
C -1.923 -0.862 1.635
C -1.410 -3.487 0.979
H -5.686 7.973 -4.635
F -4.628 -0.040 4.805
H 7.087 2.147 -1.504
C -4.176 2.758 -4.016
F -4.397 1.426 2.608
H 4.582 0.045 -6.335
C -3.780 -0.902 -0.205
H 5.984 -0.648 -7.176
O 7.070 0.814 -3.668
H -0.114 -4.970 0.889
H -0.496 -3.349 5.386
C -3.310 0.831 3.091
C 5.664 -0.091 -6.295
H 8.922 0.332 2.730
O -4.683 -0.208 0.483
O -5.010 3.913 -3.933
C 0.312 3.518 -6.685
C -6.793 -1.367 1.052
H 1.578 -9.041 5.632
H -10.136 -1.538 1.961
C -0.354 -8.164 5.993
C 4.489 -0.276 0.971
H -0.021 -3.369 2.443
C 9.063 0.259 1.652
H 1.569 1.044 -10.663
H 2.432 3.310 -6.322
O -5.383 5.980 -4.428
H -8.681 -1.916 2.873
H -0.609 -0.226 3.944
C -2.194 0.589 1.975
F -2.759 -1.049 4.499
H -9.121 -0.215 2.520
H -0.657 -8.954 6.677
C 6.015 2.206 -1.678
H -1.066 1.680 7.431
H -0.107 -1.870 4.172
O 5.869 2.044 -5.140
H -0.342 1.182 8.979
H 5.536 1.274 -1.404
O 0.771 0.147 6.026
C -2.397 -2.823 0.281
H 1.560 -7.819 6.919
H -2.009 -3.870 4.576
C -1.518 -3.701 5.535
N -1.104 -4.800 0.740
*
```

These are the Mulliken partial charges, in e, on atoms 1 to 99:
1. H 0.2899
2. H 0.3757
3. H 0.3423
4. C 0.6326
5. H 0.2529
6. H 0.2927
7. H 0.2670
8. C 0.3765
9. H 0.3143
10. H 0.2869
11. H 0.2991
12. O -0.3602
13. C -0.4221
14. C 0.8022
15. O -0.3418
16. H 0.2700
17. C -1.3215
18. H 0.2883
19. C -0.1644
20. H 0.4994
21. H 0.3747
22. C -0.7266
23. C -1.1161
24. H 0.3401
25. H 0.4095
26. H 0.1807
27. O -0.5727
28. C -1.0713
29. H 0.2604
30. O -0.3191
31. H 0.2739
32. H 0.4056
33. F -0.1836
34. H 0.1187
35. H 0.3519
36. F -0.2715
37. C -1.0857
38. H 0.3009
39. H 0.3753
40. H 0.2535
41. O -0.5831
42. C 0.7495
43. O -0.5645
44. H 0.0937
45. H 0.3202
46. C -0.3716
47. H 0.3538
48. H 0.2935
49. H 0.1353
50. C -0.3360
51. O -0.4033
52. F -0.2497
53. C 0.6929
54. C -1.0753
55. F -0.3020
56. C 0.8017
57. H 0.2961
58. O -0.3748
59. H 0.3254
60. H 0.2863
61. O -0.3942
62. H 0.6674
63. C -0.9859
64. H 0.3052
65. C -1.1807
66. H 0.3016
67. C -0.6328
68. N 0.4827
69. H 0.2883
70. H 0.3127
71. C -0.2269
72. H 0.4004
73. O -0.2209
74. H 0.3079
75. H 0.3294
76. H 0.3620
77. O -0.3891
78. H 0.2254
79. O -0.5787
80. O -0.5616
81. C -0.2124
82. C -0.4314
83. C 1.0406
84. C 0.2264
85. C 0.3212
86. H 0.2965
87. F -0.2932
88. H 0.2924
89. C -0.5304
90. F -0.2376
91. H 0.2598
92. C -0.2091
93. H 0.3632
94. O -0.5704
95. H 0.2555
96. H 0.1205
97. C 0.8499
98. C -1.0706
99. H 0.3180